(1)
The following is a DFT calculation (wB97M-V/def2-TZVPD) of the molecule C6H8.

Calculated values
energy above the lowest of the compared OMol25 structures with the same formula, charge and spin = 45.0 kcal/mol
molar mass = 80.13 g/mol
HOMO level = -8.813 eV
E_LUMO = 1.1000 eV
SMILES string = CC#CC1CC1

Last column: natural (NBO) charge in e.
Atoms and positions in Å:
C: -2.05736 -1.00750 -0.19582  -0.40
H: 2.43512 1.40383 -1.24789  0.23
C: 0.53741 -0.58093 0.18783  -0.03
H: 2.95479 1.50765 0.43913  0.23
C: -1.69863 0.39057 0.17308  -0.39
C: -0.82445 -0.76021 0.63912  -0.30
H: -1.23957 0.95857 -0.63278  0.22
C: 2.72639 0.80966 -0.37538  -0.68
C: 1.59580 -0.04258 -0.02820  0.00
H: 3.62779 0.24317 -0.61687  0.23
H: -2.28780 0.98500 0.86105  0.22
H: -2.87531 -1.43228 0.37838  0.22
H: -2.00306 -1.32025 -1.23253  0.22
H: -0.89111 -1.15471 1.65087  0.24

(2)
The following is a DFT calculation (wB97M-V/def2-TZVPD) of a structure of composition C6H8 in a non-equilibrium geometry.

Calculated values
energy above the lowest of the compared OMol25 structures with the same formula, charge and spin = 118.6 kcal/mol
molar mass = 80.13 g/mol
HOMO level = -8.573 eV
E_LUMO = 0.7849 eV

Last column: natural (NBO) charge in e.
Atoms and positions in Å:
H: 1.30949 1.97371 0.80346  0.25
H: -0.40443 -2.09075 0.76789  0.21
C: -1.17934 -1.52265 0.20347  -0.63
C: -0.99440 0.02221 0.43316  -0.06
H: 2.17148 0.33332 0.55600  0.22
H: -1.06199 -1.62168 -0.83130  0.21
C: -0.64727 0.99066 -0.81712  -0.11
H: 0.67629 -0.58255 -1.27172  0.25
H: 2.48970 1.63161 -0.65757  0.23
C: -1.89203 0.87228 -0.42413  -0.17
C: 0.62811 0.40170 -0.74003  -0.17
C: 1.65010 1.16655 0.04750  -0.66
H: -2.17805 -1.91792 0.50546  0.23
H: -0.56767 0.34351 1.42492  0.20

(3)
The following is a DFT calculation (wB97M-V/def2-TZVPD) of the molecule C6H8 in a non-equilibrium geometry.

Calculated values
energy above the lowest of the compared OMol25 structures with the same formula, charge and spin = 88.4 kcal/mol
molar mass = 80.13 g/mol
HOMO level = -8.144 eV
E_LUMO = 0.9925 eV
SMILES string = CC1=C2C[C@]12C

Last column: Löwdin charge in e.
Atoms and positions in Å:
H: -1.93548 0.54448 1.24602  0.08
H: -1.61612 1.74263 -0.08213  0.06
H: -1.99982 -1.83674 -0.62352  0.09
C: -1.08788 -1.26979 -0.85106  -0.13
C: -1.25342 1.00260 0.55749  -0.01
H: 2.86838 -0.16506 0.11243  0.03
H: 1.97902 1.17879 -0.40225  0.08
C: -0.50218 -0.02120 -0.30265  -0.24
C: 0.79577 -0.55076 -0.09346  -0.31
C: 0.17456 -1.74302 -0.00026  0.09
H: -0.82577 -1.38371 -1.92270  0.10
H: -0.37639 1.49410 1.03649  0.08
C: 1.98251 0.28832 0.17325  -0.02
H: 1.79680 0.71937 1.15236  0.09

(4)
The following is a DFT calculation (wB97M-V/def2-TZVPD) of the molecule C6H8.

Calculated values
energy above the lowest of the compared OMol25 structures with the same formula, charge and spin = 38.2 kcal/mol
molar mass = 80.13 g/mol
HOMO level = -9.260 eV
E_LUMO = 1.1544 eV
SMILES string = C=C=CC1CC1

Last column: natural (NBO) charge in e.
Atoms and positions in Å:
C: -1.23804 0.00861 -0.86872  -0.42
H: -1.70858 0.25056 -1.81712  0.22
H: 1.69691 -2.49922 0.87180  0.22
H: -0.96459 -1.03719 -0.75611  0.22
C: -0.33265 1.03400 -0.25571  -0.25
C: 2.04822 -1.70592 0.21685  -0.50
C: 0.91117 0.63194 0.46642  -0.28
H: -2.45513 1.50706 0.25891  0.21
H: 1.32074 1.33938 1.18788  0.23
C: 1.51259 -0.51879 0.31163  0.10
H: -0.25185 1.98163 -0.78517  0.22
H: 2.84144 -1.94649 -0.48676  0.22
C: -1.68127 0.75094 0.35878  -0.41
H: -1.69895 0.20350 1.29731  0.22